Below is 12 unconnected molecules or ions with the total composition C30H46Cl15F12N3O11 at a distorted geometry, with properties calculated with the ωB97M-V functional and the def2-TZVPD basis.

## Properties
- Structure (SMILES): CCOC(=O)C(F)(F)F.CCOC(=O)C(F)(F)F.CCOC(=O)C(F)(F)F.CCOC(=O)C(F)(F)F.ClC(Cl)Cl.ClC(Cl)Cl.ClC(Cl)Cl.ClC(Cl)Cl.ClC(Cl)Cl.CN(C)C=O.CN(C)C=O.CN(C)C=O
- Kohn-Sham gap: 0.3307 Ha
- Highest occupied orbital energy: -0.3258 Ha

Each line ends with the Löwdin charge.
Atoms and positions in Å:
C1 -28.15 -6.42 -3.34  -0.043
C2 -27.55 -5.00 -3.44  -0.198
O1 -27.31 -4.37 -2.20  0.017
C3 -28.24 -3.94 -1.39  -0.344
O2 -29.46 -4.23 -1.50  0.112
C4 -27.80 -3.03 -0.21  -0.569
F1 -28.02 -1.79 -0.62  0.169
F2 -28.51 -3.36 0.90  0.145
F3 -26.54 -3.22 0.03  0.208
H1 -29.23 -6.50 -3.47  0.084
H2 -27.98 -6.76 -2.32  0.080
H3 -27.51 -7.05 -3.95  0.076
H4 -28.28 -4.42 -3.99  0.111
H5 -26.62 -4.92 -4.00  0.114
C5 -24.21 -2.84 -4.78  -0.052
C6 -24.50 -3.07 -3.33  -0.217
O3 -23.71 -2.12 -2.57  0.037
C7 -24.35 -1.10 -1.97  -0.343
O4 -25.55 -0.94 -2.02  0.137
C8 -23.46 -0.12 -1.18  -0.526
F4 -23.60 -0.39 0.15  0.100
F5 -22.17 -0.27 -1.45  0.172
F6 -23.88 1.13 -1.43  0.150
H6 -23.12 -2.87 -4.87  0.087
H7 -24.54 -1.85 -5.07  0.063
H8 -24.68 -3.63 -5.37  0.080
H9 -24.27 -4.09 -3.01  0.130
H10 -25.58 -3.00 -3.26  0.088
C9 -33.72 -2.90 2.47  -0.055
C10 -32.38 -2.34 1.97  -0.148
O5 -32.37 -1.86 0.56  0.052
C11 -31.33 -1.27 0.03  -0.323
O6 -30.31 -0.93 0.69  0.079
C12 -31.39 -0.86 -1.43  -0.472
F7 -30.49 -1.49 -2.25  0.098
F8 -32.59 -1.14 -1.94  0.165
F9 -31.13 0.50 -1.59  0.088
H11 -34.03 -3.73 1.84  0.075
H12 -34.56 -2.20 2.44  0.077
H13 -33.62 -3.28 3.49  0.081
H14 -31.62 -3.10 2.15  0.125
H15 -32.06 -1.49 2.58  0.100
C13 -27.52 -0.21 4.04  -0.035
C14 -29.07 0.12 3.98  -0.199
O7 -29.28 1.28 3.23  0.015
C15 -30.52 1.72 2.93  -0.311
O8 -31.57 1.08 3.19  0.121
C16 -30.60 3.09 2.32  -0.507
F10 -29.45 3.63 1.84  0.076
F11 -31.53 3.13 1.37  0.179
F12 -30.89 3.98 3.30  0.146
H16 -27.39 -1.18 4.52  0.077
H17 -26.94 0.54 4.59  0.064
H18 -27.17 -0.28 3.01  0.061
H19 -29.37 0.19 5.02  0.126
H20 -29.62 -0.72 3.55  0.114
Cl1 -29.03 0.47 -7.09  0.523
C17 -28.96 0.20 -5.32  -1.547
Cl2 -28.38 -1.37 -4.80  0.587
Cl3 -30.48 0.69 -4.63  0.603
H21 -28.22 0.85 -4.87  -0.029
Cl4 -29.07 4.45 -6.64  0.517
C18 -29.32 4.99 -4.94  -1.404
Cl5 -30.36 6.49 -4.93  0.491
Cl6 -27.82 5.12 -3.97  0.594
H22 -29.83 4.12 -4.54  0.002
Cl7 -22.65 3.58 1.11  0.563
C19 -22.65 2.40 2.45  -1.452
Cl8 -21.66 0.95 2.11  0.542
Cl9 -24.19 1.92 3.23  0.553
H23 -22.06 2.92 3.20  0.000
Cl10 -25.42 6.91 -1.69  0.531
C20 -24.00 5.92 -2.20  -1.410
Cl11 -22.51 6.53 -1.43  0.559
Cl12 -23.78 5.68 -4.01  0.577
H24 -24.06 4.95 -1.71  -0.041
Cl13 -26.99 4.66 3.89  0.515
C21 -26.62 6.02 2.77  -1.536
Cl14 -27.68 6.08 1.41  0.594
Cl15 -24.96 5.95 2.21  0.517
H25 -26.78 6.97 3.29  0.018
C22 -26.09 2.84 -5.02  -0.111
N1 -25.41 2.06 -6.03  -0.145
C23 -25.77 2.40 -7.42  -0.044
C24 -24.64 1.01 -5.79  -0.384
O9 -24.28 0.65 -4.72  0.020
H26 -25.81 3.89 -5.01  0.019
H27 -25.98 2.39 -4.03  0.082
H28 -27.18 2.82 -5.12  0.024
H29 -25.27 1.78 -8.16  0.085
H30 -26.83 2.17 -7.53  0.031
H31 -25.57 3.44 -7.67  0.093
H32 -24.41 0.44 -6.70  0.142
C25 -21.48 3.46 -1.98  -0.133
N2 -21.09 3.61 -3.39  -0.161
C26 -19.77 4.34 -3.53  -0.018
C27 -21.79 3.17 -4.44  -0.358
O10 -21.58 3.40 -5.68  -0.058
H33 -22.52 3.20 -1.83  0.041
H34 -21.34 4.40 -1.44  -0.001
H35 -20.93 2.60 -1.59  0.091
H36 -19.02 3.76 -2.98  0.081
H37 -19.45 4.51 -4.56  0.086
H38 -19.74 5.30 -3.02  0.072
H39 -22.68 2.58 -4.18  0.114
C28 -26.49 1.80 0.62  -0.065
N3 -26.95 2.36 -0.62  -0.163
C29 -26.24 3.54 -1.14  -0.058
C30 -27.92 1.71 -1.34  -0.251
O11 -28.19 2.00 -2.53  -0.057
H40 -25.86 2.43 1.24  0.036
H41 -25.83 1.05 0.20  0.073
H42 -27.34 1.33 1.12  0.081
H43 -26.39 4.41 -0.49  0.029
H44 -25.17 3.35 -1.20  0.060
H45 -26.61 3.83 -2.12  0.019
H46 -28.35 0.87 -0.76  0.128



Below is a molecular structure, C30H46FN6O5S2SiW at a distorted geometry, with properties calculated with the ωB97M-V functional and the def2-TZVPD basis.

## Properties
- Total charge: +1
- Kohn-Sham gap: 0.2242 Ha
- Highest occupied orbital energy: -0.3524 Ha

Each line ends with the Löwdin charge.
Atoms and positions in Å:
W1 0.65 0.26 0.21  1.821
C1 0.56 -1.56 4.24  -0.139
Si1 0.66 0.18 3.56  0.481
C2 2.46 0.70 3.41  -0.166
C3 -0.03 1.42 4.80  -0.169
N1 -0.27 0.22 2.01  -0.219
C4 -1.66 0.06 2.18  -0.289
C5 -2.37 -0.10 3.38  -0.046
C6 -3.74 -0.29 3.37  -0.065
C7 -4.46 -0.35 2.19  -0.060
C8 -3.79 -0.23 0.98  0.026
C9 -2.44 -0.04 1.04  -0.229
F1 -1.71 0.04 -0.12  -0.071
H1 1.19 -1.63 5.13  0.045
H2 0.92 -2.30 3.52  0.018
H3 -0.45 -1.85 4.53  0.033
H4 2.82 0.64 4.44  0.051
H5 2.55 1.74 3.09  0.029
H6 3.09 0.06 2.79  0.021
H7 -0.17 0.93 5.77  0.047
H8 -0.98 1.88 4.54  0.029
H9 0.70 2.22 4.95  0.033
H10 -1.86 -0.10 4.33  0.074
H11 -4.26 -0.40 4.32  0.112
H12 -5.53 -0.49 2.20  0.110
H13 -4.28 -0.29 0.02  0.110
N2 2.57 -0.34 -1.15  -0.030
C10 3.90 0.03 -0.64  -0.199
C11 4.05 1.54 -0.59  -0.064
C12 3.05 2.24 0.31  -0.520
O1 3.17 3.37 0.69  0.136
O2 2.00 1.49 0.69  -0.262
H14 2.52 -1.35 -1.26  0.106
H15 2.38 0.06 -2.06  0.112
H16 4.69 -0.38 -1.27  0.129
H17 4.01 -0.40 0.35  0.115
H18 3.94 1.98 -1.59  0.137
H19 5.04 1.83 -0.25  0.139
C13 -1.24 -5.06 -0.99  0.011
N3 -0.34 -4.09 -0.36  -0.029
C14 0.70 -4.50 0.40  -0.011
C15 1.57 -3.63 1.00  0.030
C16 1.31 -2.27 0.76  -0.495
O3 1.96 -1.25 1.18  -0.167
N4 0.27 -1.87 0.00  0.062
C17 -0.62 -2.73 -0.62  -0.458
O4 -1.54 -2.41 -1.31  0.095
H20 -1.09 -6.03 -0.54  0.095
H21 -1.05 -5.11 -2.06  0.107
H22 -2.27 -4.73 -0.84  0.101
H23 0.81 -5.57 0.50  0.141
H24 2.40 -3.96 1.60  0.124
C18 -6.35 1.38 -1.59  -0.050
C19 -5.05 0.90 -2.17  -0.305
C20 -3.92 1.72 -2.20  -0.048
C21 -2.73 1.28 -2.75  -0.112
C22 -2.64 0.01 -3.31  -0.548
C23 -3.75 -0.82 -3.27  -0.106
C24 -4.93 -0.38 -2.71  -0.053
S1 -1.15 -0.61 -4.04  0.877
C25 -0.48 0.93 -4.74  -0.398
O5 0.24 0.60 -1.37  -0.467
H25 -6.24 2.36 -1.14  0.076
H26 -6.72 0.69 -0.82  0.076
H27 -7.13 1.44 -2.35  0.084
H28 -3.97 2.71 -1.77  0.111
H29 -1.87 1.93 -2.72  0.077
H30 -3.69 -1.81 -3.70  0.105
H31 -5.80 -1.04 -2.70  0.117
H32 -0.02 1.55 -3.98  0.005
H33 -1.26 1.49 -5.25  0.049
H34 0.27 0.64 -5.47  0.031
C26 0.72 4.07 -2.05  -0.073
N5 0.59 4.81 -0.81  -0.197
C27 0.71 6.25 -0.97  -0.038
C28 0.12 4.23 0.31  -0.687
S2 -0.88 2.83 0.21  0.769
N6 0.37 4.81 1.50  -0.176
C29 1.52 5.66 1.75  -0.051
C30 -0.33 4.34 2.69  -0.072
H35 1.71 4.28 -2.47  0.099
H36 -0.04 4.39 -2.77  0.099
H37 0.60 3.01 -1.87  0.024
H38 0.13 6.55 -1.84  0.099
H39 1.74 6.56 -1.11  0.099
H40 0.30 6.77 -0.10  0.087
H41 2.21 5.63 0.91  0.071
H42 2.04 5.28 2.63  0.098
H43 1.22 6.69 1.94  0.099
H44 -1.40 4.32 2.53  0.082
H45 -0.09 5.02 3.50  0.097
H46 0.00 3.33 2.95  0.054



> Among the records above, which one has the highest highest occupied orbital energy?

C30H46Cl15F12N3O11